{"formula": "C40H27AsCl2CuN2O4", "method": "the ωB97M-V functional and the def2-TZVPD basis", "symbols": ["Cu", "Cl", "C", "C", "C", "Cl", "C", "O", "C", "C", "O", "C", "H", "H", "H", "O", "C", "N", "C", "C", "O", "N", "C", "C", "C", "C", "C", "C", "C", "C", "C", "C", "C", "C", "H", "H", "H", "H", "H", "H", "H", "H", "H", "H", "H", "C", "C", "C", "C", "C", "C", "As", "C", "C", "C", "C", "C", "C", "C", "C", "C", "C", "C", "C", "H", "H", "H", "H", "H", "H", "H", "H", "H", "H", "H", "H", "H"], "coordinates": [[0.06296, -1.03807, 1.83218], [5.07298, 0.52847, 6.79253], [3.97028, 0.41262, 5.45554], [3.81368, 1.53565, 4.61254], [2.95974, 1.49167, 3.55344], [2.79558, 2.84648, 2.50055], [2.18725, 0.31813, 3.25005], [1.42191, 0.30873, 2.24386], [2.37792, -0.79943, 4.12196], [1.70136, -2.02294, 3.91557], [0.85576, -2.31059, 3.03820], [3.27723, -0.72927, 5.21889], [4.38182, 2.43443, 4.80931], [1.94797, -2.83032, 4.61702], [3.40054, -1.59075, 5.86271], [-1.35697, 1.50451, 3.16528], [-1.74706, 1.21358, 2.05904], [-2.63012, 1.92868, 1.29346], [-3.02411, 1.23166, 0.09082], [-2.05207, 0.02588, 0.16559], [-1.90651, -0.80578, -0.71663], [-1.37570, 0.07942, 1.33239], [-4.48949, 0.77283, 0.13326], [-5.44932, 1.59216, 0.71927], [-6.78583, 1.22590, 0.72724], [-7.18419, 0.02997, 0.14908], [-6.23473, -0.79090, -0.43719], [-4.89668, -0.42267, -0.44972], [-2.78498, 2.04983, -1.17714], [-3.00587, 1.48536, -2.43071], [-2.81722, 2.23399, -3.58100], [-2.42393, 3.56313, -3.49753], [-2.20720, 4.13153, -2.25248], [-2.38073, 3.37664, -1.09952], [-3.13498, 2.68896, 1.71044], [-5.16940, 2.53474, 1.17173], [-7.51625, 1.87845, 1.18756], [-8.22668, -0.25961, 0.15856], [-6.53242, -1.72989, -0.88590], [-4.16283, -1.07715, -0.89794], [-3.31516, 0.45194, -2.50475], [-2.98367, 1.77712, -4.54786], [-2.28552, 4.14875, -4.39695], [-1.89363, 5.16453, -2.17224], [-2.17201, 3.82624, -0.13853], [0.34896, -4.51555, -3.94827], [1.62737, -4.40716, -3.42235], [1.87599, -3.54453, -2.36358], [0.83637, -2.79494, -1.82992], [-0.45178, -2.90704, -2.34885], [-0.68919, -3.76404, -3.41341], [1.09907, -1.56902, -0.36266], [1.48742, 0.14368, -1.15735], [0.61263, 0.97745, -1.83108], [1.04999, 2.23367, -2.22789], [2.34752, 2.64041, -1.94176], [3.22592, 1.79609, -1.27750], [2.80206, 0.53221, -0.88461], [3.62301, -0.47899, -0.18653], [4.94292, -0.31766, 0.22107], [5.59380, -1.35137, 0.87707], [4.93990, -2.54946, 1.13961], [3.61647, -2.71483, 0.75269], [2.97116, -1.68756, 0.08274], [0.16063, -5.18750, -4.77560], [2.43728, -4.99195, -3.83896], [2.87932, -3.45222, -1.96528], [-1.26123, -2.33131, -1.91697], [-1.68780, -3.84892, -3.82199], [-0.39521, 0.65437, -2.05315], [0.37083, 2.89599, -2.75166], [2.68068, 3.62413, -2.24682], [4.23541, 2.12597, -1.06880], [5.46499, 0.61175, 0.03356], [6.62115, -1.22060, 1.19200], [5.45749, -3.34765, 1.65549], [3.09513, -3.63802, 0.97877]], "forces_ev_per_angstrom": [[0.0, 0.1, 0.3], [0.0, 0.0, 0.0], [0.0, 0.0, 0.0], [0.0, 0.0, 0.0], [0.1, -0.1, 0.0], [0.0, 0.0, 0.0], [0.1, -0.1, 0.0], [-0.1, 0.2, 0.0], [0.0, 0.0, 0.0], [0.0, 0.0, 0.0], [0.0, 0.0, 0.0], [0.0, 0.1, 0.0], [0.0, 0.0, 0.0], [0.0, 0.0, 0.0], [0.0, 0.0, 0.0], [0.0, 0.0, 0.0], [0.0, 0.1, 0.0], [0.0, 0.0, 0.0], [-0.2, 0.0, 0.0], [0.1, 0.3, 0.1], [-0.1, 0.1, 0.1], [-0.1, -0.2, -0.2], [0.0, -0.1, 0.0], [0.0, 0.0, 0.0], [0.0, 0.0, 0.0], [0.0, 0.0, 0.0], [0.0, 0.0, 0.0], [0.0, 0.0, 0.1], [0.0, 0.1, 0.0], [0.0, 0.0, 0.0], [0.0, 0.0, 0.0], [0.0, 0.0, 0.0], [0.0, 0.0, -0.1], [0.1, 0.0, 0.0], [-0.1, 0.0, 0.0], [0.0, 0.0, 0.0], [0.0, 0.0, 0.0], [0.0, 0.0, 0.0], [0.0, 0.0, 0.0], [0.0, 0.0, 0.0], [0.0, 0.0, 0.0], [0.0, 0.0, 0.0], [0.0, 0.0, 0.0], [0.0, 0.0, 0.0], [0.0, 0.0, 0.0], [0.0, 0.0, 0.0], [0.0, 0.0, 0.0], [0.1, 0.0, 0.0], [-0.2, 0.0, 0.0], [-0.1, -0.1, 0.0], [0.1, 0.0, 0.0], [0.2, -0.1, -0.1], [0.0, 0.0, 0.0], [0.0, 0.0, 0.0], [0.0, 0.0, 0.0], [0.0, 0.0, 0.0], [0.0, 0.0, 0.0], [0.0, 0.0, 0.0], [0.0, 0.0, 0.0], [0.0, 0.0, 0.0], [0.0, 0.0, 0.0], [0.0, 0.0, 0.0], [0.0, 0.0, 0.0], [0.0, 0.0, 0.1], [0.0, 0.0, 0.0], [0.0, 0.0, 0.0], [0.0, 0.0, 0.0], [0.1, -0.1, -0.1], [0.0, 0.0, 0.0], [0.0, 0.0, 0.0], [0.0, 0.0, 0.0], [0.0, 0.0, 0.0], [0.0, 0.0, 0.0], [0.0, 0.0, 0.0], [0.0, 0.0, 0.0], [0.0, 0.0, 0.0], [0.0, 0.0, 0.0]], "mulliken_spin": [0.740, 0.001, 0.005, -0.003, 0.014, 0.000, 0.009, 0.048, -0.007, -0.011, 0.051, -0.005, 0.000, 0.006, 0.000, 0.003, -0.012, 0.005, -0.008, -0.005, -0.011, 0.108, 0.002, 0.002, 0.000, 0.000, 0.000, -0.001, 0.000, 0.001, -0.001, 0.001, 0.000, 0.001, 0.001, 0.000, 0.000, 0.000, 0.000, 0.001, 0.000, 0.000, 0.000, 0.000, 0.000, 0.002, -0.001, 0.003, 0.013, -0.004, -0.001, 0.042, -0.015, 0.000, -0.002, 0.001, -0.001, 0.011, -0.003, -0.002, 0.002, -0.001, 0.002, 0.015, 0.000, 0.000, 0.000, 0.004, 0.000, -0.001, 0.000, 0.000, 0.000, 0.000, 0.000, 0.000, 0.000], "spin_multiplicity": 2, "lumo_ev": [-0.494, -1.596], "s_squared": 0.754, "gap_ev": [7.7, 6.6], "total_charge": 0, "total_energy_ev": -183613.9045}